Record 1
Density functional theory data (ωB97M-V/def2-TZVPD) for the molecule C4H5NO2.

Results
Strongest force on any atom = 1.20 eV/A
Energy = -360.638493 a.u.
Structure (SMILES) = O=C1CCN=CO1
LUMO energy = 0.85 eV
Energy relative to the best compared isomer or geometry (same formula, charge and spin) = 81.2 kJ/mol

ORCA input file:
```
! wB97M-V def2-TZVPD RIJCOSX def2/J DEFGRID3
* xyz 0 1
O -1.029 2.057 -0.751
C -0.450 1.203 -0.139
C -0.991 -0.017 0.554
C -0.236 -1.033 -0.324
N 1.165 -1.088 0.032
C 1.653 0.075 0.117
O 0.959 1.241 -0.083
H -0.733 -0.030 1.626
H -2.073 -0.112 0.448
H -0.286 -0.551 -1.327
H -0.687 -2.015 -0.433
H 2.708 0.268 0.281
*
```

Atomic partial charges in e from the Mulliken method, atoms 1 to 8: -0.52 0.51 -0.45 -0.49 -0.50 0.13 -0.36 0.26

---

Record 2
Density functional theory data (ωB97M-V/def2-TZVPD) for the molecule C4H5NO2.

Results
Strongest force on any atom = 0.79 eV/A
Energy = -360.582476 a.u.
Structure (SMILES) = O=CC(=O)N1CC1
LUMO energy = 0.02 eV
Energy relative to the best compared isomer or geometry (same formula, charge and spin) = 228.3 kJ/mol

ORCA input file:
```
! wB97M-V def2-TZVPD RIJCOSX def2/J DEFGRID3
* xyz 0 1
O 1.581 1.520 1.057
C 1.900 0.468 0.561
C 0.920 -0.472 -0.155
O 1.199 -1.007 -1.202
N -0.282 -0.504 0.531
C -1.514 -0.771 -0.167
C -1.007 0.622 -0.108
H 2.937 0.100 0.549
H -2.323 -1.031 0.506
H -1.478 -1.303 -1.114
H -0.622 1.004 -1.058
H -1.311 1.374 0.601
*
```

Atomic partial charges in e from the Mulliken method, atoms 1 to 8: -0.43 0.06 0.56 -0.54 -0.31 -0.17 -0.49 0.34

---

Record 3
Density functional theory data (ωB97M-V/def2-TZVPD) for the molecule C4H5NO2.

Results
Strongest force on any atom = 0.65 eV/A
Energy = -360.620934 a.u.
Structure (SMILES) = Nc1cc(O)co1
LUMO energy = 0.83 eV
Energy relative to the best compared isomer or geometry (same formula, charge and spin) = 127.3 kJ/mol

ORCA input file:
```
! wB97M-V def2-TZVPD RIJCOSX def2/J DEFGRID3
* xyz 0 1
N 0.817 -0.850 -1.949
C 0.160 -0.373 -0.825
C 0.614 -0.174 0.439
C -0.416 0.581 1.098
O -0.381 1.116 2.350
C -1.447 0.677 0.227
O -1.089 0.105 -0.976
H 0.452 -1.706 -2.346
H 1.813 -0.911 -1.785
H 1.391 -0.775 0.879
H 0.545 1.269 2.576
H -2.457 1.042 0.314
*
```

Atomic partial charges in e from the Mulliken method, atoms 1 to 8: -0.50 0.35 -0.57 0.60 -0.53 -0.58 -0.38 0.24

---

Record 4
Density functional theory data (ωB97M-V/def2-TZVPD) for a cluster of 2 separate species, C4H5NO2 in total.

Results
Strongest force on any atom = 1.45 eV/A
Energy = -360.610780 a.u.
LUMO energy = -0.23 eV
Energy relative to the best compared isomer or geometry (same formula, charge and spin) = 154.0 kJ/mol

ORCA input file:
```
! wB97M-V def2-TZVPD RIJCOSX def2/J DEFGRID3
* xyz 0 1
C -1.474 -0.362 -0.613
C -0.006 -0.058 -0.452
C 0.354 1.384 -0.137
O 1.478 1.763 0.067
C 1.583 -0.246 2.314
O 2.667 -0.574 2.247
N 0.957 -0.880 -0.554
H -1.781 -0.217 -1.656
H -1.688 -1.398 -0.337
H -2.092 0.296 0.006
H -0.506 2.086 -0.091
H 0.604 -1.820 -0.756
*
```

Atomic partial charges in e from the Mulliken method, atoms 1 to 8: -1.25 0.90 -0.16 -0.41 0.13 -0.15 -0.57 0.30

---

Record 5
Density functional theory data (ωB97M-V/def2-TZVPD) for the molecule C4H5NO2.

Results
Strongest force on any atom = 3.98 eV/A
Energy = -360.638807 a.u.
Structure (SMILES) = O=CN1CCC1=O
LUMO energy = 0.75 eV
Energy relative to the best compared isomer or geometry (same formula, charge and spin) = 80.4 kJ/mol

ORCA input file:
```
! wB97M-V def2-TZVPD RIJCOSX def2/J DEFGRID3
* xyz 0 1
C -1.209 0.341 -1.464
C 0.343 -1.013 0.126
C 0.995 -0.054 1.169
C 0.078 1.101 0.539
H -1.722 1.291 -1.487
H 1.019 -1.423 -0.694
H -0.291 -1.794 0.556
H 0.764 -0.394 2.137
H 2.083 0.093 1.032
N -0.366 0.177 -0.378
O -1.440 -0.519 -2.306
O -0.255 2.193 0.770
*
```

Atomic partial charges in e from the Mulliken method, atoms 1 to 8: 0.04 -0.45 -0.52 0.37 0.37 0.26 0.26 0.29

---

Record 6
Density functional theory data (ωB97M-V/def2-TZVPD) for the molecule C4H5NO2.

Results
Strongest force on any atom = 0.75 eV/A
Energy = -360.613626 a.u.
Structure (SMILES) = O=C[C@H]1CN=CO1
LUMO energy = 0.72 eV
Energy relative to the best compared isomer or geometry (same formula, charge and spin) = 146.5 kJ/mol

ORCA input file:
```
! wB97M-V def2-TZVPD RIJCOSX def2/J DEFGRID3
* xyz 0 1
O -2.102 -0.002 1.154
C -1.752 -0.165 0.014
C -0.392 0.216 -0.512
C 0.566 0.979 0.401
N 1.770 0.139 0.349
C 1.411 -0.997 -0.071
O 0.154 -1.166 -0.542
H -2.326 -0.756 -0.724
H -0.379 0.607 -1.539
H 0.800 2.010 0.103
H 0.197 1.007 1.437
H 2.053 -1.872 -0.069
*
```

Atomic partial charges in e from the Mulliken method, atoms 1 to 8: -0.46 -0.03 0.20 -0.52 -0.48 0.06 -0.37 0.32

---

Record 7
Density functional theory data (ωB97M-V/def2-TZVPD) for the molecule C4H5NO2.

Results
Strongest force on any atom = 0.61 eV/A
Energy = -360.569888 a.u.
LUMO energy = 0.18 eV
Energy relative to the best compared isomer or geometry (same formula, charge and spin) = 261.3 kJ/mol

ORCA input file:
```
! wB97M-V def2-TZVPD RIJCOSX def2/J DEFGRID3
* xyz 0 1
N -0.353 0.470 1.537
C 0.400 0.098 0.353
C 0.037 -1.255 -0.244
C -0.203 -1.075 -1.737
O -0.109 0.224 -1.978
C 0.180 1.029 -0.834
O 0.189 2.214 -0.904
H -1.351 0.410 1.351
H -0.159 1.439 1.777
H 0.792 -2.034 -0.103
H -0.891 -1.664 0.181
H 1.468 0.145 0.600
*
```

Atomic partial charges in e from the Mulliken method, atoms 1 to 8: -0.67 0.19 -0.42 -0.35 -0.14 0.42 -0.48 0.25

---

Record 8
Density functional theory data (ωB97M-V/def2-TZVPD) for the molecule C4H5NO2.

Results
Strongest force on any atom = 0.59 eV/A
Energy = -360.561730 a.u.
Structure (SMILES) = NC#C[C@H](O)C=O
LUMO energy = 0.72 eV
Energy relative to the best compared isomer or geometry (same formula, charge and spin) = 282.7 kJ/mol

ORCA input file:
```
! wB97M-V def2-TZVPD RIJCOSX def2/J DEFGRID3
* xyz 0 1
N -2.573 -1.092 -0.036
C -1.283 -0.753 0.126
C -0.087 -0.579 0.235
C 1.158 0.104 -0.113
O 2.318 -0.254 0.609
C 1.029 1.623 0.031
O 0.038 2.246 -0.248
H -3.251 -0.499 0.423
H -2.817 -1.286 -0.998
H 1.302 -0.087 -1.191
H 2.331 -1.215 0.680
H 1.956 2.108 0.398
*
```

Atomic partial charges in e from the Mulliken method, atoms 1 to 8: -0.50 0.50 -0.77 0.45 -0.51 -0.04 -0.45 0.26

---

Record 9
Density functional theory data (ωB97M-V/def2-TZVPD) for the molecule C4H5NO2.

Results
Strongest force on any atom = 0.79 eV/A
Energy = -360.616658 a.u.
Structure (SMILES) = CC=C=NC(=O)O
LUMO energy = 0.45 eV
Energy relative to the best compared isomer or geometry (same formula, charge and spin) = 138.5 kJ/mol

ORCA input file:
```
! wB97M-V def2-TZVPD RIJCOSX def2/J DEFGRID3
* xyz 0 1
C -2.179 0.181 0.288
C 0.074 -0.302 -0.425
C -1.149 -0.741 -0.333
O 2.602 -1.346 0.088
C 2.333 -0.178 0.008
O 3.201 0.784 0.339
N 1.137 0.306 -0.569
H -1.862 0.559 1.266
H -2.335 1.047 -0.370
H -3.134 -0.329 0.403
H -1.400 -1.652 -0.874
H 2.830 1.663 0.179
*
```

Atomic partial charges in e from the Mulliken method, atoms 1 to 8: -0.94 0.62 -0.53 -0.49 0.72 -0.46 -0.48 0.31

---

Record 10
Density functional theory data (ωB97M-V/def2-TZVPD) for the molecule C4H5NO2.

Results
Strongest force on any atom = 7.83 eV/A
Energy = -360.479110 a.u.
Structure (SMILES) = O/N=C1\CC=CO1
LUMO energy = 0.69 eV
Energy relative to the best compared isomer or geometry (same formula, charge and spin) = 499.7 kJ/mol

ORCA input file:
```
! wB97M-V def2-TZVPD RIJCOSX def2/J DEFGRID3
* xyz 0 1
C -0.456 -0.765 0.104
C 0.006 0.665 0.216
C 1.488 0.677 -0.167
C 1.792 -0.634 0.016
H -3.590 -0.138 -0.048
H -0.671 1.220 -0.420
H -0.311 1.177 1.113
H 2.468 1.377 -0.345
H 2.704 -1.215 -0.347
N -1.666 -1.086 -0.020
O -2.522 0.122 -0.140
O 0.758 -1.401 0.037
*
```

Atomic partial charges in e from the Mulliken method, atoms 1 to 8: 0.58 -0.37 -0.30 -0.17 0.34 0.30 0.37 0.23

---

Record 11
Density functional theory data (ωB97M-V/def2-TZVPD) for the molecule C4H5NO2.

Results
Strongest force on any atom = 0.59 eV/A
Energy = -360.557823 a.u.
Structure (SMILES) = O=CN1CC=CO1
LUMO energy = 0.95 eV
Energy relative to the best compared isomer or geometry (same formula, charge and spin) = 293.0 kJ/mol

ORCA input file:
```
! wB97M-V def2-TZVPD RIJCOSX def2/J DEFGRID3
* xyz 0 1
O 0.044 0.939 1.035
C -1.196 0.376 1.071
C -1.323 -0.724 0.344
C -0.104 -0.850 -0.523
N 0.834 -0.007 0.229
C 1.712 0.818 -0.488
O 1.828 0.810 -1.687
H -1.946 0.925 1.625
H -2.155 -1.407 0.357
H -0.265 -0.446 -1.536
H 0.262 -1.877 -0.620
H 2.311 1.441 0.193
*
```

Atomic partial charges in e from the Mulliken method, atoms 1 to 8: -0.33 -0.23 -0.42 -0.27 -0.05 0.13 -0.48 0.40

---

Record 12
Density functional theory data (ωB97M-V/def2-TZVPD) for a structure of composition C4H5NO2S.

Results
Strongest force on any atom = 5.75 eV/A
Energy = -758.694652 a.u.
LUMO energy (alpha / beta) = -0.34 / -0.34 eV
Energy relative to the best compared isomer or geometry (same formula, charge and spin) = 486.9 kJ/mol

ORCA input file:
```
! wB97M-V def2-TZVPD RIJCOSX def2/J DEFGRID3
* xyz 0 1
C -0.722 -1.230 -0.151
C -0.158 -0.033 -0.180
C -1.007 1.100 0.004
C 1.319 0.159 0.014
N -2.749 0.408 -0.280
O -0.928 2.310 -0.185
O -3.638 0.938 0.619
S -2.418 -1.321 -0.211
H -0.144 -2.095 0.046
H 1.794 0.287 0.995
H 1.646 1.107 -0.507
H 1.912 -0.535 -0.399
H -4.339 1.219 -0.020
*
```

Atomic partial charges in e from the Mulliken method, atoms 1 to 8: -0.24 0.26 0.59 -1.40 -0.24 -0.48 -0.36 -0.02

---

Q: Number 12 is which compound?
A: C4H5NO2S

---

Please write out number 11 again, unchanged.
Density functional theory data (ωB97M-V/def2-TZVPD) for the molecule C4H5NO2.

Results
Strongest force on any atom = 0.59 eV/A
Energy = -360.557823 a.u.
Structure (SMILES) = O=CN1CC=CO1
LUMO energy = 0.95 eV
Energy relative to the best compared isomer or geometry (same formula, charge and spin) = 293.0 kJ/mol

ORCA input file:
```
! wB97M-V def2-TZVPD RIJCOSX def2/J DEFGRID3
* xyz 0 1
O 0.044 0.939 1.035
C -1.196 0.376 1.071
C -1.323 -0.724 0.344
C -0.104 -0.850 -0.523
N 0.834 -0.007 0.229
C 1.712 0.818 -0.488
O 1.828 0.810 -1.687
H -1.946 0.925 1.625
H -2.155 -1.407 0.357
H -0.265 -0.446 -1.536
H 0.262 -1.877 -0.620
H 2.311 1.441 0.193
*
```

Atomic partial charges in e from the Mulliken method, atoms 1 to 8: -0.33 -0.23 -0.42 -0.27 -0.05 0.13 -0.48 0.40